Entry 1:
{"formula": "C5H13NO", "method": "wB97M-V/def2-TZVPD", "symbols": ["O", "N", "C", "C", "C", "C", "C", "H", "H", "H", "H", "H", "H", "H", "H", "H", "H", "H", "H", "H"], "coordinates": [[1.286, 1.089, 0.079], [1.462, 0.868, -2.157], [0.719, 1.042, -0.988], [-1.824, 0.462, -0.804], [-0.117, -0.991, 2.436], [0.947, -1.703, 1.494], [-0.754, 1.424, -1.321], [0.661, -2.736, 1.301], [-2.633, 0.363, -1.530], [-1.338, -0.504, -0.626], [0.983, 0.495, -2.958], [1.942, -1.697, 1.961], [-0.738, -0.432, 1.748], [-0.623, -1.794, 2.953], [-1.019, 2.427, -0.984], [2.454, 0.753, -1.999], [-2.238, 0.770, 0.142], [0.453, -0.290, 3.021], [-0.697, 1.536, -2.397], [1.073, -1.083, 0.630]], "relative_energy_kcal_mol": 16.4, "homo_ev": -9.87, "e_lumo_ha": 0.0310, "e_tot_ev": -8933.3003, "gap_ev": 10.72}

***

Entry 2:
{"formula": "C5H13NO", "method": "wB97M-V/def2-TZVPD", "symbols": ["O", "N", "C", "C", "C", "C", "C", "H", "H", "H", "H", "H", "H", "H", "H", "H", "H", "H", "H", "H"], "coordinates": [[2.434, 0.135, -1.655], [-0.864, 0.341, 0.952], [-0.472, 0.604, 2.336], [-0.012, 0.400, -1.364], [0.327, 0.189, 0.103], [1.180, 0.190, -2.323], [-1.639, -0.906, 0.919], [-0.161, -0.314, 2.853], [1.046, 0.939, 0.431], [1.013, -0.720, -2.894], [-1.750, -1.273, -0.096], [0.831, -0.772, 0.289], [0.430, 1.214, 2.334], [-1.301, 1.036, 2.887], [2.719, -0.780, -1.603], [-0.815, -0.296, -1.616], [1.206, 1.024, -3.027], [-0.420, 1.406, -1.442], [-2.606, -0.730, 1.392], [-1.146, -1.686, 1.523]], "relative_energy_kcal_mol": 36.3, "homo_ev": -8.63, "e_lumo_ha": 0.0326, "e_tot_ev": -8932.4383, "gap_ev": 9.52}

***

Entry 3:
{"formula": "C5H13NO", "method": "wB97M-V/def2-TZVPD", "symbols": ["O", "N", "C", "C", "C", "C", "C", "H", "H", "H", "H", "H", "H", "H", "H", "H", "H", "H", "H", "H"], "coordinates": [[-1.411, 0.375, 0.508], [-1.987, -1.698, 1.020], [0.069, -0.965, 2.014], [-0.229, 1.223, -1.984], [1.059, 0.999, -2.713], [1.105, 0.137, 1.962], [-1.104, -0.612, 1.133], [0.546, -1.912, 1.718], [1.782, 0.237, -2.305], [-0.413, -1.018, 2.990], [-0.919, 1.493, -2.781], [-0.191, 1.940, -1.173], [-0.559, 0.294, -1.538], [-1.748, -2.602, 1.388], [-2.898, -1.644, 0.601], [1.643, 1.879, -3.002], [0.857, 1.108, 2.398], [2.018, -0.124, 2.474], [0.974, 0.446, -3.665], [1.404, 0.446, 0.955]], "relative_energy_kcal_mol": 17.6, "homo_ev": -9.95, "e_lumo_ha": 0.0319, "e_tot_ev": -8933.2491, "gap_ev": 10.82}